The molecule C2H2 in a non-equilibrium geometry. Source: OMol25; level of theory: ωB97M-V with the def2-TZVPD basis set.

Results
HOMO level: -10.71 eV
SMILES: C#C
orbital gap: 12.062 eV
energy relative to the best compared isomer or geometry (same formula, charge and spin): 6.46 kJ/mol
energy: -77.320869 Ha

Structure (XYZ):
```
4
Properties=species:S:1:pos:R:3:mulliken_charge:R:1
C 0.6083 0.0317 -0.0086 -0.34
C -0.5982 -0.0555 -0.0072 -0.34
H 1.6849 -0.0813 0.0094 0.35
H -1.6951 0.1051 0.0063 0.33
```